# 1
DFT (ωB97M-V/def2-TZVPD) results for one molecule with the formula C19H21FN2O4S.

The molar mass is 392.452 g/mol. The frontier orbital gap comes out at 0.3312 hartree.

Geometry (Å):
C1 -3.65 -2.24 1.03
H1 -4.24 -2.10 1.94
O1 -3.03 -1.05 0.63
C2 -3.81 -0.02 0.21
C3 -5.19 0.03 0.33
C4 -5.89 1.16 -0.05
C5 -5.23 2.27 -0.54
C6 -3.85 2.22 -0.70
C7 -3.14 1.09 -0.35
N1 -1.75 1.03 -0.53
C8 -1.10 0.01 -1.13
O2 -1.64 -0.89 -1.74
C9 0.43 0.14 -0.99
N2 0.73 0.53 0.37
S1 1.77 1.77 0.62
O3 1.42 2.79 -0.33
O4 1.74 2.09 2.02
C10 3.41 1.16 0.22
C11 3.88 1.25 -1.08
C12 5.12 0.72 -1.40
C13 5.85 0.11 -0.39
C14 5.40 0.02 0.91
C15 4.16 0.55 1.22
H2 3.76 0.53 2.22
H3 6.01 -0.46 1.66
F1 7.05 -0.42 -0.70
H4 5.51 0.78 -2.40
H5 3.28 1.75 -1.81
C16 0.58 -0.51 1.37
C17 1.36 -1.76 1.00
C18 0.92 -2.24 -0.38
C19 1.15 -1.14 -1.41
H6 2.22 -0.94 -1.51
H7 0.75 -1.45 -2.37
H8 -0.14 -2.49 -0.35
H9 1.47 -3.14 -0.66
H10 1.18 -2.53 1.75
H11 2.43 -1.54 0.99
H12 0.91 -0.07 2.32
H13 -0.49 -0.75 1.45
H14 0.74 0.98 -1.62
H15 -1.19 1.80 -0.18
H16 -3.31 3.07 -1.10
H17 -5.77 3.16 -0.82
H18 -6.97 1.18 0.06
H19 -5.74 -0.81 0.73
H20 -2.84 -2.94 1.23
H21 -4.28 -2.65 0.24

Mulliken atomic charge list, values in e, 2 entries: -1.074, 0.381



# 2
DFT (ωB97M-V/def2-TZVPD) results for one molecule with the formula C4H8N3P.

The molar mass is 129.103 g/mol. The frontier orbital gap (alpha / beta) comes out at 0.2717 / 0.2716 hartree.

Geometry (Å):
C1 -0.37 1.70 -0.02
C2 1.66 -0.52 0.02
C3 -1.45 0.68 0.36
C4 -0.82 -0.48 1.17
N1 0.49 1.73 -0.96
N2 2.73 -0.98 -0.17
N3 -0.35 -1.26 -1.54
P1 0.10 -1.52 -0.03
H1 -2.19 0.95 1.07
H2 -1.89 0.47 -0.65
H3 -0.08 -0.16 1.93
H4 -1.66 -1.03 1.79
H5 0.37 0.83 -1.40
H6 3.65 -1.27 -0.02
H7 0.22 -1.65 -2.26
H8 -0.42 2.50 0.70

Mulliken atomic charge list, values in e, 2 entries: -0.021, -0.024



# 3
DFT (ωB97M-V/def2-TZVPD) results for one molecule with the formula C6H8N2O3.

The molar mass is 156.141 g/mol. The frontier orbital gap comes out at 0.3669 hartree.

Geometry (Å):
C1 0.77 1.13 1.73
C2 -0.77 0.74 -0.36
C3 -1.43 -0.64 0.07
C4 -0.57 -1.75 -0.06
C5 0.12 -2.72 -0.25
C6 0.22 0.58 -1.49
H1 1.78 0.09 0.23
H2 2.39 -0.08 1.85
H3 -0.98 1.96 1.31
H4 -1.64 1.32 -0.70
H5 -2.28 -0.85 -0.56
H6 -1.74 -0.53 1.13
H7 0.50 -3.65 -0.44
H8 0.35 0.24 -3.29
N1 1.60 0.11 1.27
N2 -0.23 1.51 0.81
O1 0.85 1.63 2.82
O2 -0.40 0.40 -2.64
O3 1.45 0.52 -1.41

Mulliken atomic charge list, values in e, 2 entries: 0.345, 0.001



# 4
DFT (ωB97M-V/def2-TZVPD) results for BaH14O7 as an isolated structure.

The molar mass is 263.433 g/mol. Its total charge is +2. The frontier orbital gap comes out at 0.3039 hartree.

Geometry (Å):
Ba1 0.07 0.25 -0.14
O1 0.55 -1.67 0.08
H1 -0.17 -2.29 0.15
H2 1.34 -2.21 0.16
O2 -0.71 2.17 0.09
H3 -1.22 2.14 -0.71
H4 -0.58 3.10 0.26
O3 -1.47 0.11 0.94
H5 -1.65 -0.69 1.43
H6 -2.08 0.75 1.30
O4 -1.45 -0.75 -1.16
H7 -1.25 -1.36 -1.88
H8 -2.13 -1.19 -0.66
O5 0.60 0.17 1.90
H9 -0.08 -0.21 2.46
H10 0.98 0.86 2.43
O6 0.74 0.04 -2.04
H11 0.03 0.23 -2.64
H12 1.37 -0.46 -2.56
O7 2.00 0.36 0.07
H13 2.32 0.46 0.97
H14 2.79 0.21 -0.45

Mulliken atomic charge list, values in e, 2 entries: 2.224, -0.530



In eV, the total energy values for the records above are, in order, -44766.91193, -18032.24682, -15473.36031, -15221.28897.